1.
{"formula": "C12H21BrCuN3", "method": "the ωB97M-V functional and the def2-TZVPD basis", "elements": ["Cu", "Br", "C", "C", "C", "C", "N", "H", "H", "H", "H", "H", "H", "H", "C", "C", "C", "C", "N", "H", "H", "H", "H", "H", "H", "H", "C", "C", "C", "C", "N", "H", "H", "H", "H", "H", "H", "H"], "coordinates": [[7.25, 20.97, -17.52], [9.06, 20.44, -19.76], [4.58, 24.72, -14.68], [3.50, 23.80, -14.07], [3.43, 22.48, -14.93], [4.84, 22.04, -15.14], [5.94, 21.68, -15.32], [5.55, 24.34, -14.37], [4.44, 25.70, -14.21], [4.54, 24.83, -15.76], [2.53, 24.28, -13.99], [3.74, 23.52, -13.04], [2.95, 22.59, -15.91], [2.79, 21.68, -14.56], [11.26, 19.06, -12.70], [10.32, 17.84, -13.15], [8.89, 18.26, -13.69], [8.96, 19.00, -14.89], [9.08, 19.58, -15.88], [10.76, 19.77, -12.03], [11.64, 19.57, -13.58], [12.11, 18.61, -12.18], [10.17, 17.23, -12.26], [10.89, 17.21, -13.82], [8.41, 18.83, -12.89], [8.38, 17.30, -13.72], [5.06, 26.69, -21.09], [5.51, 25.83, -19.87], [6.42, 24.68, -20.21], [6.72, 23.93, -19.03], [6.93, 23.28, -18.10], [5.06, 26.08, -21.99], [5.82, 27.46, -21.23], [4.08, 27.17, -21.03], [4.64, 25.47, -19.32], [6.03, 26.49, -19.17], [7.30, 25.01, -20.76], [5.98, 23.96, -20.89]], "mulliken_spin": [0.96, -0.07, -0.04, 0.13, 0.23, 0.50, -0.54, 0.00, -0.05, 0.09, -0.08, -0.02, -0.10, -0.07, 0.01, 0.01, 0.01, 0.13, -0.08, 0.00, 0.00, 0.00, -0.01, 0.00, -0.01, -0.02, -0.02, 0.03, 0.05, 0.06, -0.12, 0.00, 0.00, -0.01, 0.02, 0.02, 0.02, -0.02], "e_lumo_ha": [0.1042, 0.1009], "charge": -1, "s_squared": 0.7522, "spin_multiplicity": 2, "orbital_gap_ev": [2.8, 6.6], "e_tot_ha": -4848.5395}

2.
{"formula": "C12H21Cl2N2O3", "method": "the ωB97M-V functional and the def2-TZVPD basis", "elements": ["H", "N", "C", "C", "C", "O", "C", "C", "Cl", "C", "C", "Cl", "N", "C", "O", "C", "C", "O", "C", "C", "H", "H", "H", "H", "H", "H", "H", "H", "H", "H", "H", "H", "H", "H", "H", "H", "H", "H", "H", "H"], "coordinates": [[3.56, -2.50, 0.85], [2.50, -2.54, 0.74], [2.26, -2.61, -0.62], [0.77, -2.73, -1.31], [-0.34, -1.67, -0.72], [-1.69, -2.25, -1.03], [-2.56, -1.03, -1.19], [-2.92, -0.69, 0.37], [-3.06, -2.17, 1.54], [-3.18, 0.66, 0.95], [-3.59, 0.91, 2.54], [-3.08, 2.18, -0.11], [-1.64, -0.12, -1.98], [-0.30, -0.10, -1.27], [0.84, 0.33, -2.10], [1.23, 1.71, -1.76], [2.55, 1.65, -0.73], [2.49, 0.50, 0.20], [2.52, 0.94, 1.61], [1.15, 1.72, 2.10], [3.19, -2.64, -1.35], [0.36, -3.82, -1.06], [0.85, -2.61, -2.50], [-0.12, -1.52, 0.42], [-3.43, -1.47, -1.87], [-4.76, 0.95, 2.66], [-3.12, 0.12, 3.27], [-3.19, 1.98, 2.82], [-2.03, 0.77, -2.35], [-1.51, -0.67, -2.89], [-0.44, 0.58, -0.33], [0.35, 2.36, -1.32], [1.61, 2.24, -2.75], [3.48, 1.47, -1.46], [2.68, 2.64, -0.12], [3.43, 1.67, 1.83], [2.66, -0.05, 2.26], [0.16, 1.31, 1.64], [1.04, 1.64, 3.28], [1.30, 2.86, 1.80]], "mulliken_charge": [0.29, -0.58, -0.07, -0.64, 0.09, -0.47, 0.29, -0.25, -0.10, 0.35, -1.05, -0.18, -0.14, 0.31, -0.41, -0.34, -0.43, -0.20, -0.46, -0.54, 0.28, 0.34, 0.23, 0.35, 0.32, 0.32, 0.36, 0.33, 0.46, 0.45, -0.27, 0.23, 0.33, 0.27, 0.35, 0.30, 0.31, 0.00, 0.35, 0.22], "e_lumo_ha": -0.1204, "charge": 1, "orbital_gap_ev": 9.4, "e_tot_ha": -1724.9049, "smiles": "[H]/N=C/C[C@@H]1O[C@@H](/C(Cl)=C(/C)Cl)[NH2+][C@@H]1OCCOCC"}

3.
{"formula": "C12H21ClGaN2O5", "method": "the ωB97M-V functional and the def2-TZVPD basis", "elements": ["C", "C", "O", "O", "C", "O", "C", "Ga", "Cl", "C", "C", "O", "N", "C", "C", "C", "H", "H", "H", "H", "H", "H", "H", "H", "H", "H", "H", "H", "H", "H", "C", "C", "O", "N", "C", "H", "H", "H", "H", "H", "H", "H"], "coordinates": [[2.81, 1.83, -0.01], [1.65, 1.61, -1.10], [1.00, 2.59, -1.48], [1.46, 0.27, -1.50], [0.46, 0.13, -2.52], [0.56, 0.68, -3.63], [-0.81, -0.80, -2.26], [-2.16, 0.13, -0.95], [-0.93, 0.76, 0.86], [-3.48, -1.33, -0.36], [-3.12, -1.98, 1.07], [-1.96, -2.30, 1.41], [-2.95, 1.59, -1.96], [-3.80, 2.29, -1.27], [-4.98, 3.00, -2.11], [-3.78, 2.56, 0.30], [2.88, 0.91, 0.66], [2.57, 2.72, 0.66], [3.78, 2.01, -0.58], [-1.31, -1.02, -3.26], [-0.45, -1.78, -1.83], [-3.42, -2.22, -1.09], [-4.56, -1.01, -0.29], [-3.96, -2.19, 1.83], [-4.89, 4.13, -1.89], [-6.02, 2.69, -1.77], [-4.82, 2.90, -3.23], [-4.08, 1.67, 0.94], [-2.75, 2.96, 0.59], [-4.50, 3.43, 0.49], [2.82, -1.79, 2.17], [4.14, -1.10, 1.95], [4.23, 0.12, 1.83], [5.26, -1.88, 1.88], [5.35, -3.32, 2.00], [2.02, -1.05, 2.20], [2.62, -2.49, 1.35], [2.84, -2.33, 3.12], [6.11, -1.35, 1.73], [6.00, -3.56, 2.84], [5.78, -3.71, 1.08], [4.37, -3.77, 2.16]], "mulliken_charge": [-0.41, 0.56, -0.56, -0.21, 0.43, -0.58, -0.62, 0.13, -0.48, -0.37, -0.10, -0.51, -0.41, 0.64, -1.11, -0.97, -0.11, 0.26, 0.26, 0.33, 0.32, 0.33, 0.27, 0.28, 0.29, 0.27, 0.29, 0.21, 0.26, 0.32, -1.33, 0.84, -0.68, -0.17, -0.83, 0.28, 0.37, 0.41, 0.25, 0.28, 0.28, 0.32], "e_lumo_ha": 0.0920, "charge": -1, "orbital_gap_ev": 7.3, "e_tot_ha": -3340.6101}

4.
{"formula": "C12H21FO12", "method": "the ωB97M-V functional and the def2-TZVPD basis", "elements": ["O", "C", "O", "C", "C", "F", "O", "H", "H", "H", "C", "O", "C", "O", "O", "C", "H", "H", "H", "H", "H", "H", "C", "O", "C", "O", "O", "C", "H", "H", "H", "H", "H", "H", "C", "O", "C", "O", "O", "C", "H", "H", "H", "H", "H", "H"], "coordinates": [[5.89, -2.40, 1.58], [5.37, -1.46, 2.11], [5.41, -0.23, 1.60], [4.92, 0.71, 2.56], [4.12, -0.25, 3.54], [2.86, -0.49, 3.13], [4.79, -1.46, 3.30], [5.72, 1.14, 3.17], [4.38, 1.49, 2.04], [4.19, 0.00, 4.59], [0.35, 0.31, -1.84], [0.47, 1.62, -1.30], [1.30, 1.78, -0.21], [2.07, 0.89, 0.21], [1.32, 3.07, 0.11], [2.32, 3.64, 0.89], [-0.44, 0.41, -2.58], [0.13, -0.57, -1.25], [1.29, 0.14, -2.36], [3.33, 3.34, 0.62], [2.11, 3.32, 1.91], [2.35, 4.73, 0.91], [-8.21, 2.00, -0.85], [-6.85, 2.13, -0.52], [-5.91, 1.19, -0.82], [-6.05, 0.16, -1.42], [-4.65, 1.64, -0.30], [-3.50, 0.89, -0.60], [-8.72, 2.96, -0.77], [-8.66, 1.33, -0.11], [-8.37, 1.71, -1.88], [-3.00, 1.19, -1.53], [-3.63, -0.19, -0.63], [-2.66, 1.11, 0.05], [-1.16, -3.61, -2.62], [-0.68, -3.36, -1.33], [0.63, -3.12, -1.17], [1.53, -3.28, -1.98], [0.77, -2.73, 0.12], [2.04, -2.36, 0.50], [-2.20, -3.27, -2.64], [-1.17, -4.67, -2.86], [-0.84, -2.89, -3.37], [2.80, -3.09, 0.79], [1.84, -1.82, 1.42], [2.37, -1.61, -0.21]], "mulliken_charge": [-0.55, 0.70, -0.33, 0.00, 0.24, -0.22, -0.34, 0.33, -0.10, 0.28, -0.75, -0.36, 0.73, -0.49, -0.32, -0.66, 0.33, 0.25, 0.43, 0.27, 0.29, 0.29, -0.62, -0.30, 0.68, -0.51, -0.27, -0.69, 0.23, 0.28, 0.30, 0.27, 0.37, 0.26, -0.73, -0.29, 0.70, -0.56, -0.29, -0.68, 0.28, 0.29, 0.33, 0.36, 0.29, 0.30], "e_lumo_ha": 0.0150, "orbital_gap_ev": 11.2, "de_lowest_kj_mol": 182.21, "e_tot_ha": -1472.5548, "smiles": "O=C1OC[C@@H](F)O1.COC(=O)OC.COC(=O)OC.COC(=O)OC"}

5.
{"formula": "C12H21N2", "method": "the ωB97M-V functional and the def2-TZVPD basis", "elements": ["C", "N", "C", "C", "C", "C", "C", "C", "C", "C", "N", "C", "C", "C", "H", "H", "H", "H", "H", "H", "H", "H", "H", "H", "H", "H", "H", "H", "H", "H", "H", "H", "H", "H", "H"], "coordinates": [[-2.68, -2.06, -0.19], [-1.57, -1.66, 0.32], [-0.27, -1.71, -0.54], [1.05, -1.67, 0.19], [2.03, -0.74, 0.21], [3.37, -1.11, 0.79], [2.00, 0.69, -0.08], [0.99, 1.41, -0.59], [0.89, 2.90, -0.45], [-0.27, 0.74, -1.02], [-1.04, 0.54, 0.17], [-0.58, 0.82, 1.52], [-2.44, 0.90, 0.04], [-0.23, -0.65, -1.66], [-2.74, -2.25, -1.25], [-3.56, -2.20, 0.41], [-1.41, -1.60, 1.31], [-0.31, -2.69, -1.03], [1.33, -2.63, 0.61], [3.42, -0.83, 1.84], [4.16, -0.57, 0.27], [3.57, -2.18, 0.71], [2.86, 1.24, 0.27], [1.30, 3.42, -1.31], [1.41, 3.24, 0.44], [-0.16, 3.20, -0.36], [-0.81, 1.42, -1.70], [-1.28, 0.35, 2.22], [0.41, 0.40, 1.70], [-0.56, 1.89, 1.76], [-2.61, 1.98, 0.07], [-2.83, 0.52, -0.91], [-3.02, 0.46, 0.84], [0.67, -0.79, -2.25], [-1.09, -0.77, -2.33]], "mulliken_charge": [-0.39, 0.08, 0.08, -1.48, 1.41, -1.90, -0.51, 0.09, -1.83, 0.17, 0.59, -1.33, -1.28, -1.53, 0.28, 0.36, 0.34, 0.57, 0.40, 0.34, 0.44, 0.45, 0.44, 0.38, 0.46, 0.37, 0.74, 0.48, 0.44, 0.34, 0.27, 0.47, 0.37, 0.49, 0.38], "e_lumo_ha": [-0.1420, -0.1420], "charge": 1, "orbital_gap_ev": [8.1, 8.1], "de_lowest_kj_mol": 239.09, "e_tot_ha": -579.0196, "smiles": "C=[NH+][C@@H]1C=C(C)C=C(C)[C@H](N(C)C)C1"}

6.
{"formula": "C12H21N2O", "method": "the ωB97M-V functional and the def2-TZVPD basis", "elements": ["C", "C", "O", "N", "C", "C", "C", "C", "C", "C", "C", "N", "C", "C", "C", "H", "H", "H", "H", "H", "H", "H", "H", "H", "H", "H", "H", "H", "H", "H", "H", "H", "H", "H", "H", "H"], "coordinates": [[4.84, -0.49, -0.07], [3.56, 0.13, 0.32], [3.41, 1.30, 0.56], [2.48, -0.81, 0.15], [1.18, -0.53, 0.14], [0.25, -1.71, 0.10], [-1.30, -1.36, 0.10], [-1.66, -0.94, 1.56], [-0.98, 0.45, 1.69], [-0.66, 1.06, 0.29], [-1.00, 2.46, 0.09], [0.70, 0.67, 0.07], [-1.59, -0.05, -0.68], [-3.10, 0.31, -0.60], [-1.21, 0.01, -2.17], [5.09, 0.11, -0.98], [4.69, -1.47, -0.13], [5.68, -0.37, 0.66], [2.65, -1.82, 0.06], [0.33, -2.23, -0.79], [0.37, -2.34, 0.94], [-1.85, -2.22, -0.26], [-1.32, -1.79, 2.28], [-2.72, -0.61, 1.64], [-1.56, 1.23, 2.29], [-0.12, 0.25, 2.23], [-0.50, 2.75, -0.83], [-0.71, 3.00, 1.00], [-2.08, 2.61, -0.17], [1.40, 1.40, -0.15], [-3.55, -0.33, 0.17], [-3.76, 0.24, -1.55], [-3.16, 1.38, -0.20], [-0.87, -1.04, -2.39], [-0.68, 0.79, -2.68], [-2.24, -0.04, -2.68]], "mulliken_charge": [-1.00, 0.61, -0.53, -0.17, 0.66, -1.63, -0.59, -0.62, -1.31, 0.57, -1.43, -0.11, 1.31, -0.87, -1.65, 0.27, 0.31, 0.35, 0.35, 0.63, 0.62, 0.40, 0.36, 0.29, 0.38, 0.36, 0.44, 0.47, 0.27, 0.46, 0.26, 0.35, 0.14, 0.33, 0.33, 0.36], "e_lumo_ha": -0.1329, "charge": 1, "orbital_gap_ev": 9.7, "de_lowest_kj_mol": 168.36, "e_tot_ha": -654.3187, "smiles": "CC(=O)/[NH+]=C1/C[C@H]2CC[C@@](C)(N1)C2(C)C"}